ORCA calculation (the ωB97M-V functional and the def2-TZVPD basis) on a structure of composition C9H17N2O in a non-equilibrium geometry.

Calculated values
E_HOMO = -14.86 eV
ΔE to the lowest compared entry with this formula, charge and spin = 3.657 eV
Molecular weight = 169.25 g mol⁻¹

```
! RIJCOSX wB97M-V def2-TZVPD def2/J DEFGRID3
* xyz 1 1
C 3.0863 -0.5899 -0.0643
C 0.9026 -0.5354 0.0705
C 4.4985 -0.1097 -0.0457
C -1.1611 -1.6886 1.5187
C -1.0217 0.1024 -1.8432
C -3.2663 -0.0759 -0.5331
C 1.9691 1.6227 0.7213
C -1.0375 -0.5920 0.5905
C -1.8364 -0.6153 -0.7515
N 2.5925 -1.5931 -0.7217
N 1.9706 0.1998 0.3721
O 1.2646 -1.5685 -0.6182
H 4.5501 0.7462 -0.6775
H 4.7044 0.3077 0.9514
H 5.1611 -0.9444 -0.1915
H -0.1844 -2.1382 1.6072
H -1.4993 -1.2241 2.4290
H -1.7976 -2.3488 0.9698
H -0.2795 0.6397 -1.2332
H -0.6661 -0.6765 -2.4853
H -1.4919 0.8789 -2.3922
H -3.7163 -0.4704 0.3631
H -3.4808 0.9616 -0.4959
H -3.8338 -0.4354 -1.3008
H 3.0420 1.8736 0.6126
H 1.3481 2.1419 0.0312
H 1.7097 1.8111 1.7685
H -1.1502 0.3674 1.0182
H -1.9456 -1.6901 -1.0393
*
```


ORCA calculation (the ωB97M-V functional and the def2-TZVPD basis) on an isolated molecule of C9H17N2O2P in a non-equilibrium geometry.

Calculated values
E_HOMO = -9.22 eV
ΔE to the lowest compared entry with this formula, charge and spin = 2.917 eV
Molecular weight = 216.22 g mol⁻¹

```
! RIJCOSX wB97M-V def2-TZVPD def2/J DEFGRID3
* xyz 0 1
H 3.9919 -1.6211 -3.0410
N 3.3986 -1.7076 -2.2345
C 2.3485 -2.2881 -2.1830
C 1.5904 -2.5150 -0.7554
P 1.2148 -4.3249 -0.6589
C 0.2642 -1.6148 -0.7585
N 0.8489 -0.9992 0.4364
C 0.6582 0.2998 0.8472
O 1.2259 0.8262 1.7696
O -0.3672 0.8930 0.1618
C -1.3826 1.7262 0.7921
C -0.8776 3.0124 1.3254
C -2.5096 1.8810 -0.2571
C -1.9460 0.8992 1.8947
C 2.0461 -1.7385 0.4100
H 1.5513 -2.6003 -3.0195
H 2.6033 -4.5135 -0.6098
H 0.8232 -4.7493 -1.9614
H 0.2996 -0.8201 -1.5182
H -0.6974 -2.1582 -0.6491
H -0.0121 2.6834 2.0007
H -0.5320 3.7653 0.5929
H -1.8125 3.4547 1.9074
H -2.6486 0.8516 -0.6744
H -2.1216 2.3947 -1.1716
H -3.4746 2.2899 -0.1591
H -2.1941 -0.0674 1.6591
H -1.3680 0.8694 2.8338
H -2.7014 1.5468 2.1836
H 2.1081 -2.3123 1.4095
H 2.9986 -1.2621 0.0565
*
```


ORCA calculation (the ωB97M-V functional and the def2-TZVPD basis) on the ion C9H17N2O2Se with charge +1 in a non-equilibrium geometry.

Calculated values
E_HOMO = -11.90 eV
Molecular weight = 264.21 g mol⁻¹

```
! RIJCOSX wB97M-V def2-TZVPD def2/J DEFGRID3
* xyz 1 1
N 3.3239 1.8864 -0.8897
C 2.5317 0.7243 -0.4592
C 1.2557 0.7534 -1.1472
C 0.1599 -0.1261 -0.4224
C 0.2355 -1.6419 -0.7468
N -0.9687 -2.1953 0.0397
C -2.0941 -1.2279 -0.0165
C -2.5407 -0.7577 1.3546
C -3.2290 0.6313 1.1616
Se -1.9923 1.7619 0.1230
C -1.2823 0.1695 -0.8437
C 2.4342 0.7910 1.1652
O 2.3769 -0.2822 1.7010
O 2.3269 1.9832 1.7403
H 4.1758 1.4971 -1.3384
H 2.8671 2.4918 -1.5885
H 3.1795 -0.1627 -0.6568
H 0.7215 1.8271 -1.0986
H 1.3135 0.5942 -2.2367
H 0.0678 0.1877 0.6765
H 0.2664 -1.9340 -1.7557
H 1.2825 -2.1492 -0.2630
H -1.3498 -3.1530 -0.2138
H -0.6172 -2.4299 1.0351
H -2.9957 -1.6251 -0.7121
H -1.6951 -0.5679 1.8956
H -3.3271 -1.4715 1.8157
H -4.1243 0.5780 0.4288
H -3.5702 1.0216 2.0277
H -1.4145 0.2236 -1.8623
H 2.6818 2.6024 1.0864
*
```


ORCA calculation (the ωB97M-V functional and the def2-TZVPD basis) on a cluster of 2 separate species, C9H17N2S in total in a non-equilibrium geometry.

Calculated values
E_HOMO = -10.05 eV
ΔE to the lowest compared entry with this formula, charge and spin = 3.143 eV
Molecular weight = 185.32 g mol⁻¹

```
! RIJCOSX wB97M-V def2-TZVPD def2/J DEFGRID3
* xyz 1 1
C -3.9545 -0.0909 -0.7198
C -2.7747 0.7581 -0.5781
C -3.8486 -1.2036 0.0904
C -1.9992 0.4521 0.4623
C 0.5807 -2.0836 -0.0866
C 0.4363 -0.1343 -1.6993
C 2.7154 -0.3083 1.2459
C -0.7481 1.0206 0.9795
C 0.9854 -0.7263 -0.4730
N -0.6563 2.5194 0.6899
N 2.0291 -0.0397 0.0038
S -2.4713 -1.1073 1.0877
H -4.5932 -0.0249 -1.6161
H -2.6467 1.6363 -1.3235
H -4.5708 -2.0720 0.3276
H 0.9044 -2.2061 0.9166
H 1.0671 -2.9357 -0.6071
H -0.5281 -2.0257 0.0375
H 1.0905 0.7377 -2.0672
H -0.6164 0.3009 -1.7255
H 0.4845 -0.9221 -2.3744
H 2.2003 0.3161 1.9925
H 2.6000 -1.3193 1.4961
H 3.7656 -0.0223 1.0935
H -0.7286 0.8527 1.9628
H -0.7934 2.7292 -0.3457
H -1.3744 3.1180 1.2420
H 0.1739 2.8792 1.0514
H 2.5615 0.4814 -0.6146
*
```


ORCA calculation (the ωB97M-V functional and the def2-TZVPD basis) on a cluster of 2 separate species, C9H17N3 in total in a non-equilibrium geometry.

Calculated values
E_HOMO = -15.86 eV
ΔE to the lowest compared entry with this formula, charge and spin = 0.330 eV
Molecular weight = 167.26 g mol⁻¹

```
! RIJCOSX wB97M-V def2-TZVPD def2/J DEFGRID3
* xyz 2 1
C 3.3744 -0.4595 -0.0347
C 3.0651 -0.4047 1.3000
C 1.5883 0.8887 0.0357
C -1.9674 -0.2384 0.7829
C -2.9949 0.6134 0.5789
C -1.3649 -1.0920 -0.2100
C -0.7683 -2.2448 0.1483
C -1.2220 -0.4485 -1.5133
C 2.5632 0.6241 -2.2438
N 2.4147 0.2745 -0.7861
N 1.8752 0.4704 1.3182
N -3.5856 1.2200 1.7122
H 4.2376 -0.9913 -0.4974
H 3.3822 -0.8762 2.2708
H -1.6018 -0.4423 1.7407
H -3.4589 0.6646 -0.3929
H -0.3955 -3.0764 -0.4589
H -0.8390 -2.4629 1.2257
H 1.0383 1.7243 -0.2577
H -0.7558 0.5116 -1.2870
H -2.2045 -0.3438 -1.9759
H -0.5103 -1.0064 -1.9903
H 2.5121 -0.2468 -2.9802
H 1.9138 1.4580 -2.4816
H 3.5947 1.0163 -2.2848
H 1.4989 0.8854 2.1500
H -3.0506 1.1365 2.5533
H -4.3931 0.6799 1.8613
H -3.9460 2.1661 1.7165
*
```


ORCA calculation (the ωB97M-V functional and the def2-TZVPD basis) on an isolated molecule of C9H17N3O2S in a non-equilibrium geometry.

Calculated values
E_HOMO (alpha / beta) = -7.62 / -7.95 eV
ΔE to the lowest compared entry with this formula, charge and spin = 6.148 eV
Molecular weight = 231.32 g mol⁻¹

```
! RIJCOSX wB97M-V def2-TZVPD def2/J DEFGRID3
* xyz 0 1
C -2.8508 1.0634 2.5024
C -2.5034 0.1069 1.4014
C -1.0491 -0.0440 1.4190
C -0.5594 -1.4010 0.8762
C 0.9341 -1.5226 0.6791
C 1.4858 -2.9612 0.7593
S 1.7877 -0.3300 1.6335
O 3.0229 -0.9798 2.1606
C 2.3496 0.8524 0.4808
C 1.8259 1.1851 -0.7124
N 0.6986 0.6713 -1.1767
N 0.2104 0.8585 -2.4304
C 0.8311 1.5517 -3.5205
N 0.1996 1.5237 -4.7340
O 1.8408 2.1586 -3.3152
H -3.0922 0.4937 3.3784
H -3.8480 1.5364 2.1641
H -2.1665 1.9437 2.7184
H -2.8653 0.4767 0.4456
H -3.0303 -0.8594 1.5093
H -0.7118 0.7392 0.8441
H -0.7798 0.2390 2.4590
H -1.0835 -1.6383 -0.0862
H -0.7954 -2.1006 1.6125
H 0.8186 -3.8189 0.9423
H 2.2108 -3.0694 1.5010
H 2.1547 -3.3698 -0.1043
H 3.0646 1.5010 0.9670
H 2.5085 1.8504 -1.2979
H -0.6568 0.3635 -2.6992
H -0.5531 0.9097 -4.9249
H 0.6017 2.0702 -5.4524
*
```